1.
A molecular structure, C30H52BrN3OsP2S at a distorted geometry, computed with wB97M-V/def2-TZVPD.

Computed properties:
HOMO (alpha / beta) = -19.503 / -19.564 eV
Multiplicity = 5
Orbital gap (alpha / beta) = 5.96 / 4.62 eV
Total charge = +4

Atoms and positions in Å:
N (-5.01, 2.02, -2.56)
C (-4.75, 2.59, -1.39)
C (-3.46, 2.59, -0.83)
C (-2.41, 2.02, -1.57)
C (-2.69, 1.44, -2.82)
C (-4.03, 1.46, -3.26)
C (-1.02, 2.08, -0.98)
Os (-0.26, 0.44, -0.46)
P (1.96, 0.30, -0.15)
C (0.13, 1.68, -1.84)
C (1.39, 2.54, -1.76)
C (2.36, 2.51, -2.84)
C (3.67, 2.72, -2.57)
C (4.09, 2.85, -1.13)
C (3.07, 3.79, -0.53)
C (1.72, 3.22, -0.62)
Br (3.81, 3.90, 1.24)
H (-0.90, 2.98, -0.36)
H (-0.08, 1.38, -2.87)
H (-3.28, 3.03, 0.14)
H (-1.92, 1.01, -3.47)
H (-5.56, 3.09, -0.86)
H (-4.27, 1.01, -4.24)
H (2.00, 2.27, -3.85)
H (1.02, 3.40, 0.19)
H (4.43, 2.72, -3.35)
H (3.14, 4.79, -0.97)
P (-1.49, -1.54, -1.06)
C (3.97, 1.41, -0.54)
C (4.98, 0.52, -1.18)
H (4.10, 1.48, 0.55)
H (5.14, 3.18, -1.07)
H (5.97, 1.01, -1.18)
H (5.11, -0.42, -0.62)
H (4.73, 0.27, -2.22)
C (2.15, -0.75, -1.70)
C (3.01, -2.02, -1.61)
H (2.54, -0.06, -2.45)
H (1.12, -1.00, -2.00)
H (2.60, -2.76, -2.32)
H (4.04, -1.82, -1.93)
H (3.02, -2.48, -0.62)
C (2.23, -0.83, 1.30)
C (3.51, -0.66, 2.14)
H (2.15, -1.85, 0.92)
H (1.36, -0.68, 1.97)
H (3.25, -0.53, 3.20)
H (4.14, -1.56, 2.08)
H (4.13, 0.20, 1.84)
C (-1.03, -2.67, 0.33)
C (-1.22, -4.17, 0.07)
H (-1.64, -2.36, 1.19)
H (0.01, -2.45, 0.60)
H (-2.27, -4.43, -0.10)
H (-0.62, -4.52, -0.77)
H (-0.88, -4.73, 0.96)
C (-1.02, -2.41, -2.64)
C (-1.98, -2.25, -3.83)
H (-0.90, -3.48, -2.41)
H (-0.03, -2.04, -2.93)
H (-2.81, -2.97, -3.78)
H (-2.39, -1.24, -3.91)
H (-1.44, -2.45, -4.76)
C (-3.33, -1.74, -1.14)
C (-4.19, -0.85, -0.25)
H (-3.55, -2.80, -0.94)
H (-3.61, -1.56, -2.19)
H (-5.00, -0.38, -0.83)
H (-4.68, -1.44, 0.55)
H (-3.61, -0.05, 0.22)
C (0.62, 1.89, 3.15)
N (-0.01, 0.69, 3.72)
C (0.08, 0.55, 5.17)
C (-1.07, 0.14, 3.07)
S (-1.60, 0.77, 1.57)
N (-1.78, -0.84, 3.68)
C (-1.09, -1.96, 4.33)
C (-3.17, -1.08, 3.29)
H (-0.10, 2.72, 3.06)
H (1.04, 1.67, 2.16)
H (1.44, 2.19, 3.82)
H (-0.92, 0.39, 5.61)
H (0.73, -0.30, 5.43)
H (0.51, 1.46, 5.58)
H (-1.08, -1.82, 5.42)
H (-1.64, -2.89, 4.11)
H (-0.06, -2.06, 3.96)
H (-3.72, -0.14, 3.28)
H (-3.25, -1.55, 2.29)
H (-3.62, -1.75, 4.03)

Löwdin population analysis, charges in e, atoms 1 to 4: 0.13 -0.06 -0.01 -0.24

=====

2.
A molecular structure, C30H52F3IrN10 at a distorted geometry, computed with wB97M-V/def2-TZVPD.

Computed properties:
HOMO (alpha / beta) = -15.301 / -15.285 eV
Multiplicity = 2
Orbital gap (alpha / beta) = 5.49 / 2.43 eV
Total charge = +3

Atoms and positions in Å:
Ir (-0.05, -0.60, 0.37)
C (5.31, 1.12, 0.84)
N (4.86, -0.13, 0.27)
C (5.95, -1.01, -0.13)
C (3.59, -0.59, 0.21)
N (2.48, 0.06, 0.08)
C (2.53, 1.48, -0.22)
C (1.20, 2.01, -0.72)
N (0.07, 1.73, 0.18)
C (-1.17, 2.24, -0.41)
C (-2.38, 1.43, 0.07)
N (-2.22, 0.07, -0.40)
C (-3.23, -0.53, -1.01)
N (-2.98, -1.57, -1.85)
C (-1.82, -1.60, -2.71)
C (-3.92, -2.64, -2.11)
N (-4.52, -0.15, -0.86)
C (-5.48, -0.18, -1.95)
C (-5.10, 0.29, 0.40)
C (0.26, 2.25, 1.55)
C (0.68, 1.16, 2.54)
N (-0.24, 0.04, 2.52)
C (-0.92, -0.35, 3.58)
N (-1.05, 0.38, 4.73)
C (-1.26, 1.81, 4.81)
C (-1.03, -0.26, 6.03)
N (-1.51, -1.57, 3.59)
C (-2.78, -1.82, 4.23)
C (-1.03, -2.68, 2.81)
N (3.53, -2.00, 0.29)
C (3.58, -2.57, 1.61)
C (3.05, -2.78, -0.79)
H (6.26, 0.94, 1.34)
H (5.47, 1.89, 0.08)
H (4.61, 1.49, 1.59)
H (6.75, -0.38, -0.55)
H (6.36, -1.56, 0.71)
H (5.64, -1.71, -0.90)
H (2.82, 2.06, 0.66)
H (3.27, 1.68, -1.00)
H (1.29, 3.09, -0.89)
H (0.97, 1.54, -1.69)
H (-1.31, 3.30, -0.17)
H (-1.11, 2.15, -1.50)
H (-2.43, 1.46, 1.16)
H (-3.27, 1.90, -0.35)
H (-1.12, -0.81, -2.42)
H (-1.31, -2.56, -2.64)
H (-2.13, -1.45, -3.75)
H (-4.72, -2.63, -1.38)
H (-4.32, -2.59, -3.12)
H (-3.38, -3.59, -2.01)
H (-4.98, -0.29, -2.90)
H (-6.21, -0.98, -1.82)
H (-6.02, 0.76, -1.95)
H (-4.39, 0.19, 1.21)
H (-5.44, 1.33, 0.34)
H (-5.97, -0.32, 0.61)
H (0.98, 3.07, 1.57)
H (-0.70, 2.66, 1.88)
H (1.67, 0.77, 2.27)
H (0.77, 1.60, 3.54)
H (-1.49, 2.23, 3.84)
H (-2.10, 2.00, 5.47)
H (-0.39, 2.32, 5.24)
H (-0.74, -1.30, 5.95)
H (-0.32, 0.27, 6.66)
H (-2.01, -0.19, 6.52)
H (-3.25, -0.89, 4.56)
H (-3.44, -2.29, 3.50)
H (-2.68, -2.50, 5.08)
H (-1.63, -2.84, 1.91)
H (0.01, -2.53, 2.53)
H (-1.10, -3.58, 3.43)
H (4.41, -2.16, 2.18)
H (2.66, -2.36, 2.16)
H (3.70, -3.65, 1.54)
H (3.27, -2.29, -1.74)
H (3.51, -3.77, -0.77)
H (1.95, -2.91, -0.74)
F (-1.56, -9.75, 0.53)
C (-0.96, -9.37, -0.60)
F (0.21, -10.01, -0.67)
F (-1.72, -9.79, -1.61)
C (-0.74, -7.88, -0.61)
C (-1.12, -7.10, -1.70)
C (-0.91, -5.74, -1.67)
C (-0.32, -5.14, -0.54)
C (0.09, -5.95, 0.53)
C (-0.11, -7.31, 0.50)
C (-0.14, -3.75, -0.45)
C (0.02, -2.54, -0.28)
H (-1.58, -7.56, -2.55)
H (-1.20, -5.12, -2.51)
H (0.57, -5.49, 1.38)
H (0.21, -7.94, 1.32)

Löwdin population analysis, charges in e, atoms 1 to 4: 1.34 -0.03 -0.11 -0.02

=====

The evaluated total energy for the records listed, in turn: -138299.0920; -57815.2732 eV.
The evaluated ΔE to the lowest compared entry with this formula, charge and spin for the records listed, in turn: 3.7669; 1.1949 eV.